7
Properties=species:S:1:pos:R:3:lowdin_spin:R:1 method="wB97M-V/def2-TZVPD" charge=+1 multiplicity=7 e_homo_ev="-13.4 / -13.6" orbital_gap_ha="0.351 / 0.301" total_energy_ha=-1112.22053
O -1.40 0.49 -1.00 0.04
Dy -0.83 -1.10 1.02 5.86
O -0.20 -0.33 -1.09 0.03
H 1.32 0.59 0.02 0.00
O 1.15 0.29 1.09 0.06
H 2.00 0.06 1.49 0.00
H -2.04 -0.01 -1.53 0.00